{
  "formula": "C33H44GeN2O3PPdSi",
  "method": "ωB97M-V/def2-TZVPD",
  "fmax_ha_per_bohr": 0.0490,
  "de_lowest_kcal_mol": 38.28,
  "gap_ev": 6.73,
  "molar_mass_g_mol": 754.82,
  "charge": 1,
  "total_energy_ev": -121213.4476,
  "species": ["Pd", "C", "Si", "C", "C", "C", "H", "H", "H", "H", "H", "H", "H", "H", "H", "H", "H", "C", "P", "C", "C", "O", "H", "H", "H", "H", "H", "H", "H", "H", "H", "O", "C", "N", "C", "O", "C", "C", "C", "C", "N", "C", "H", "H", "H", "H", "H", "H", "H", "H", "C", "Ge", "C", "C", "C", "C", "C", "C", "C", "C", "C", "C", "C", "C", "C", "C", "C", "C", "C", "C", "H", "H", "H", "H", "H", "H", "H", "H", "H", "H", "H", "H", "H", "H", "H", "H"],
  "positions_angstrom": [[0.8411, -0.4437, 0.3009], [0.0548, -1.3669, 4.7116], [0.6762, -1.8861, 3.0429], [-0.9081, -2.3673, 2.1518], [1.7342, -3.3968, 3.2511], [1.6062, -0.4638, 2.2174], [-0.5396, -2.1810, 5.1379], [-0.5841, -0.4817, 4.6375], [0.8654, -1.1435, 5.4114], [-1.0442, -3.4536, 2.2168], [-0.9967, -2.0872, 1.1064], [-1.7492, -1.8996, 2.6708], [1.1045, -4.2563, 3.4979], [2.4276, -3.2475, 4.0844], [2.3312, -3.6549, 2.3735], [2.6704, -0.6068, 2.0507], [1.3922, 0.5052, 2.6631], [0.7150, 1.2318, -3.9375], [1.8810, 0.1633, -3.1081], [3.0011, 1.2566, -2.2329], [2.8416, -0.6245, -4.3889], [1.2237, -0.8648, -2.2136], [1.1994, 1.7714, -4.7535], [0.3031, 1.9617, -3.2357], [-0.0962, 0.6232, -4.3393], [3.1121, 2.2117, -2.7482], [3.9792, 0.7856, -2.1265], [2.5890, 1.4381, -1.2405], [3.3703, 0.1068, -5.0024], [2.1686, -1.2057, -5.0210], [3.5571, -1.3053, -3.9262], [-1.5846, -6.9959, 0.4614], [-0.5636, -7.0649, -0.5116], [0.1635, -5.8236, -0.3403], [1.4261, -5.6840, -0.7908], [2.0040, -6.5433, -1.4298], [2.1241, -4.3963, -0.4428], [3.5077, -4.3993, -0.3578], [4.1657, -3.2297, -0.0184], [3.4170, -2.0941, 0.2281], [2.0846, -2.0878, 0.1254], [1.4516, -3.2130, -0.2162], [-2.1347, -7.7824, 0.3987], [-0.9727, -7.1341, -1.5217], [0.1202, -7.8994, -0.3525], [-0.2698, -5.1395, 0.2578], [4.0407, -5.3190, -0.5638], [5.2435, -3.1924, 0.0592], [3.8888, -1.1631, 0.5083], [0.3795, -3.1370, -0.3355], [-0.7477, 0.5632, -0.4066], [-1.5684, 2.3069, 0.0368], [-0.8943, 3.5642, -1.2781], [-1.6077, 3.7142, -2.4723], [-1.1927, 4.6293, -3.4312], [-0.0569, 5.3987, -3.2090], [0.6547, 5.2617, -2.0243], [0.2404, 4.3468, -1.0613], [-3.4782, 2.2537, -0.1918], [-4.2524, 3.3498, 0.2051], [-5.6158, 3.3813, -0.0515], [-6.2218, 2.3271, -0.7231], [-5.4671, 1.2367, -1.1284], [-4.1028, 1.1982, -0.8593], [-0.9655, 2.8472, 1.7897], [0.4048, 2.8352, 2.0685], [0.8963, 3.3605, 3.2563], [0.0189, 3.8939, 4.1920], [-1.3452, 3.8900, 3.9410], [-1.8340, 3.3784, 2.7447], [-1.1882, 0.0055, -1.2414], [-2.5036, 3.1284, -2.6495], [-1.7615, 4.7485, -4.3449], [0.2686, 6.1120, -3.9559], [1.5281, 5.8757, -1.8420], [0.7963, 4.2678, -0.1349], [-3.7911, 4.1975, 0.6988], [-6.2054, 4.2314, 0.2678], [-7.2833, 2.3577, -0.9315], [-5.9378, 0.4166, -1.6559], [-3.5330, 0.3312, -1.1764], [1.1009, 2.4167, 1.3520], [1.9619, 3.3652, 3.4491], [0.3992, 4.3136, 5.1147], [-2.0320, 4.2918, 4.6753], [-2.9025, 3.3841, 2.5678]],
  "forces_ev_per_a": [[0.4443, -0.9289, -2.2974], [0.1773, 0.1853, 0.3649], [-0.3363, 0.1063, 0.1603], [-0.2357, -0.2497, -0.1126], [0.3957, -0.1613, 0.0403], [-1.1459, 0.4599, -0.2434], [0.0076, 0.0661, 0.0042], [0.0239, -0.0529, 0.0119], [-0.0806, 0.0093, -0.0111], [-0.0785, 0.0709, 0.0740], [0.0203, 0.0106, -0.1243], [0.0007, -0.0503, -0.0384], [0.0433, 0.0348, -0.0005], [-0.0059, -0.0517, -0.0558], [-0.0326, -0.0421, 0.0338], [0.0369, 0.1185, 0.1679], [0.0786, -0.0263, 0.0892], [-0.1887, 0.1430, -0.0655], [-0.2514, -0.4336, 0.2361], [0.1684, 0.0684, 0.1297], [0.0646, -0.1377, -0.1982], [-0.0393, 0.4954, 0.0638], [-0.0208, 0.0024, 0.0325], [-0.0055, -0.0373, -0.0210], [0.0053, 0.0314, -0.0250], [0.0361, -0.0519, -0.0191], [-0.0099, 0.0237, 0.0244], [-0.0405, 0.0783, 0.0653], [-0.0031, -0.0272, 0.0305], [0.0461, -0.0017, -0.0114], [0.0092, 0.0224, -0.0298], [0.0746, -0.0585, -0.0835], [-0.0794, 0.1338, 0.1330], [0.0117, 0.0143, -0.0828], [0.0363, -0.0717, -0.0537], [0.0019, 0.0320, 0.0599], [-0.0771, -0.0881, -0.0265], [0.1194, -0.0186, -0.0178], [0.0104, -0.0188, -0.0563], [-0.0731, -0.1221, -0.0726], [0.4460, -0.0481, 0.4498], [0.0235, 0.1173, -0.0892], [-0.0115, 0.0062, -0.0016], [-0.0384, 0.0196, -0.0574], [0.0405, -0.0409, 0.0380], [0.0041, -0.0298, 0.0526], [-0.0092, 0.0142, 0.0107], [-0.0270, 0.0053, 0.0058], [0.0093, 0.0169, 0.0098], [-0.0159, -0.0063, 0.0365], [0.2774, 0.6350, 1.6943], [0.0260, -0.1233, 0.1020], [0.1576, 0.0820, -0.3528], [0.1214, 0.0986, 0.0246], [0.0144, -0.0362, 0.0501], [-0.0024, -0.0309, 0.0067], [-0.0026, -0.0662, 0.0242], [-0.0378, 0.0164, -0.1677], [-0.4125, -0.0769, -0.0471], [-0.0149, -0.1108, -0.1162], [0.0351, -0.0152, 0.0096], [0.0020, -0.0017, 0.0106], [0.0855, -0.0067, 0.0192], [-0.1024, 0.0926, 0.0975], [0.1690, 0.0870, 0.2349], [-0.1500, 0.1530, 0.1168], [-0.0522, -0.0017, -0.0221], [0.0119, -0.0202, -0.0117], [-0.0080, -0.0110, -0.0238], [0.0713, -0.1261, 0.0083], [0.2183, -0.0038, -0.1054], [0.0057, 0.0138, 0.0192], [0.0208, -0.0027, 0.0069], [-0.0196, 0.0018, 0.0243], [-0.0128, -0.0106, -0.0109], [-0.0274, -0.0027, 0.0076], [0.0000, -0.0008, -0.0231], [0.0165, -0.0078, -0.0242], [0.0081, -0.0016, 0.0056], [0.0075, 0.0061, 0.0232], [-0.0011, 0.0259, -0.0169], [0.0466, -0.0266, -0.0791], [-0.0041, -0.0271, 0.0035], [-0.0067, -0.0270, -0.0098], [0.0106, 0.0010, -0.0215], [0.0193, -0.0064, 0.0135]]
}